Entry i
Density functional theory data (the ωB97M-V functional and the def2-TZVPD basis) for a cluster of 2 separate species, C2H9N2O in total.

Values from the calculation:
HOMO-LUMO gap ... 7.52 eV
Lowest unoccupied orbital energy ... 4.631 eV

The geometry in ORCA input format:
```
! RIJCOSX wB97M-V def2-TZVPD def2/J DEFGRID3
* xyz -1 1
C 2.341 0.252 -0.232
O 1.310 -0.641 -0.125
H 2.065 1.250 0.170
H 3.245 -0.099 0.322
H 2.734 0.380 -1.256
N -1.006 0.518 -0.735
C -1.673 0.184 0.490
N -1.515 -1.237 0.847
H -1.466 1.069 -1.435
H -0.018 0.129 -0.740
H -1.290 0.788 1.320
H -2.740 0.394 0.396
H -1.477 -1.701 -0.063
H -0.508 -1.286 1.041
*
```

Entry ii
Density functional theory data (the ωB97M-V functional and the def2-TZVPD basis) for a cluster of 2 separate species, C2H9N2O in total.

Values from the calculation:
HOMO-LUMO gap ... 7.57 eV
Lowest unoccupied orbital energy ... 4.620 eV

The geometry in ORCA input format:
```
! RIJCOSX wB97M-V def2-TZVPD def2/J DEFGRID3
* xyz -1 1
C -1.018 2.490 -0.410
O -0.441 1.198 -0.505
H -1.591 2.973 -1.215
H -0.231 3.223 -0.190
H -1.799 2.471 0.467
N 1.452 -0.480 0.401
C 0.643 -1.638 0.629
N -0.571 -1.901 -0.191
H 2.069 -0.124 1.237
H 0.734 0.241 0.042
H 0.185 -1.376 1.652
H 1.250 -2.562 0.618
H 0.001 -1.891 -1.126
H -1.014 -0.983 -0.236
*
```

Energies in kJ/mol, measured from the most stable structure: entry i 0.0; entry ii 85.0.

Entry i
Density functional theory data (the ωB97M-V functional and the def2-TZVPD basis) for a cluster of 3 separate species, C7H11N2O2 in total.

Values from the calculation:
HOMO-LUMO gap (spin up / spin down) ... 8.75 / 8.75 eV
Lowest unoccupied orbital energy (spin up / spin down) ... -5.578 / -5.577 eV

The geometry in ORCA input format:
```
! RIJCOSX wB97M-V def2-TZVPD def2/J DEFGRID3
* xyz 1 1
C 0.277 0.222 -1.308
C 2.247 -2.019 -1.421
C 2.406 -0.868 -0.779
C -0.826 -2.782 1.565
C 0.204 1.883 0.020
C 1.494 1.193 0.283
C -3.308 1.438 0.777
N -0.458 1.283 -0.909
N 1.417 0.107 -0.667
O -1.320 -3.555 2.236
O -0.303 -2.012 0.887
H -0.068 -0.434 -2.087
H 3.052 -2.730 -1.466
H 1.328 -2.300 -1.903
H 3.323 -0.611 -0.268
H -2.962 0.800 -0.026
H -0.160 2.767 0.513
H 2.362 1.839 0.110
H 1.573 0.822 1.312
H -4.370 1.296 0.917
H -2.791 1.188 1.695
H -3.119 2.472 0.518
*
```

Entry ii
Density functional theory data (the ωB97M-V functional and the def2-TZVPD basis) for a cluster of 2 separate species, C7H11N2O2 in total.

Values from the calculation:
HOMO-LUMO gap (spin up / spin down) ... 8.38 / 7.47 eV
Lowest unoccupied orbital energy (spin up / spin down) ... -3.057 / -3.972 eV

The geometry in ORCA input format:
```
! RIJCOSX wB97M-V def2-TZVPD def2/J DEFGRID3
* xyz 1 1
C 0.792 1.044 -1.390
C 1.866 0.335 -0.982
C 0.487 0.521 0.676
C -1.216 -2.391 -1.109
C 2.437 -0.830 1.201
C -3.153 2.117 1.044
C -1.252 1.894 -0.336
N -0.091 1.211 -0.370
N 1.606 -0.037 0.318
O -0.328 -1.782 -0.634
O -1.894 1.874 0.821
H 0.535 1.697 -2.166
H 2.496 -0.270 -1.560
H 0.021 0.323 1.587
H -1.241 -3.335 -1.612
H 2.296 -1.804 0.685
H 3.522 -0.702 1.288
H 1.910 -0.933 2.161
H -3.826 2.069 0.238
H -3.544 2.057 2.042
H -2.359 -2.018 -1.113
H -1.702 1.901 -1.346
*
```

Energies in kJ/mol, measured from the most stable structure: entry i 0.0; entry ii 420.9.

Entry i
Density functional theory data (the ωB97M-V functional and the def2-TZVPD basis) for the ion C5H13N2O with charge +2.

Values from the calculation:
HOMO-LUMO gap (spin up / spin down) ... 10.94 / 6.38 eV
Lowest unoccupied orbital energy (spin up / spin down) ... -8.922 / -13.173 eV

The geometry in ORCA input format:
```
! RIJCOSX wB97M-V def2-TZVPD def2/J DEFGRID3
* xyz 2 2
O 1.427 0.407 -2.743
C 0.678 1.002 -2.059
C 0.739 0.907 -0.466
C -0.754 0.803 -0.052
C -1.022 0.413 1.411
C -1.681 -2.036 1.401
N -0.636 -1.006 1.768
N 1.569 -0.109 0.077
H -0.079 1.707 -2.476
H 1.096 1.909 -0.226
H -1.256 0.063 -0.700
H -1.294 1.722 -0.299
H -2.046 0.561 1.735
H -0.320 1.030 1.981
H -1.777 -2.794 2.162
H -1.517 -2.454 0.419
H -2.659 -1.546 1.453
H -0.605 -1.008 2.786
H 0.244 -1.216 1.296
H 1.970 -0.752 -0.602
H 2.362 0.276 0.584
*
```

Entry ii
Density functional theory data (the ωB97M-V functional and the def2-TZVPD basis) for the ion C5H13N2O with charge +2.

Values from the calculation:
HOMO-LUMO gap (spin up / spin down) ... 10.77 / 5.27 eV
Lowest unoccupied orbital energy (spin up / spin down) ... -8.545 / -14.026 eV

The geometry in ORCA input format:
```
! RIJCOSX wB97M-V def2-TZVPD def2/J DEFGRID3
* xyz 2 2
N -0.734 -1.816 0.108
C -0.297 -0.452 0.742
C 0.427 0.363 -0.264
C -0.569 0.831 -1.355
C 0.159 1.584 -2.482
C 0.442 -0.839 2.099
N 0.722 0.150 2.942
O 0.712 -2.008 2.359
H 0.034 -2.156 -0.489
H -0.849 -2.575 0.793
H -1.507 -1.713 -0.547
H -1.261 -0.088 1.117
H 1.197 -0.245 -0.760
H 0.929 1.250 0.125
H -1.148 0.007 -1.785
H -1.262 1.508 -0.842
H 1.051 0.982 -2.703
H 0.511 2.520 -2.051
H -0.351 1.727 -3.426
H 1.182 -0.141 3.810
H 0.611 1.108 2.609
*
```

Energies in kJ/mol, measured from the most stable structure: entry i 0.0; entry ii 10.7.

Entry i
Density functional theory data (the ωB97M-V functional and the def2-TZVPD basis) for an isolated molecule of C7H7NO2.

Values from the calculation:
SMILES ... [H]/N=C(/O)C1(C#CC=O)CC1
HOMO-LUMO gap ... 10.04 eV
Lowest unoccupied orbital energy ... 0.072 eV

The geometry in ORCA input format:
```
! RIJCOSX wB97M-V def2-TZVPD def2/J DEFGRID3
* xyz 0 1
H -0.065 -1.597 1.695
N 0.924 -1.719 1.481
C 1.300 -0.944 0.547
O 2.539 -1.057 0.060
C 0.461 0.015 -0.245
C -0.893 0.168 0.206
C -2.038 0.281 0.598
C -3.403 0.447 1.026
O -3.890 -0.150 1.964
C 1.145 1.247 -0.850
C 0.719 0.155 -1.750
H 3.110 -1.339 0.808
H -3.990 1.184 0.442
H 2.205 1.350 -0.624
H 0.563 2.168 -0.829
H -0.165 0.300 -2.370
H 1.479 -0.509 -2.158
*
```

Entry ii
Density functional theory data (the ωB97M-V functional and the def2-TZVPD basis) for a structure of composition C7H7NO2.

Values from the calculation:
HOMO-LUMO gap ... 9.93 eV
Lowest unoccupied orbital energy ... 0.541 eV

The geometry in ORCA input format:
```
! RIJCOSX wB97M-V def2-TZVPD def2/J DEFGRID3
* xyz 0 1
C -0.422 -2.786 -0.113
C -0.100 -1.619 -0.097
C 0.259 -0.220 -0.054
C 1.722 0.116 -0.095
N 2.270 1.060 0.659
C -0.629 0.834 -0.721
C -2.084 0.427 -0.569
O -1.930 0.321 0.872
C -0.603 0.757 0.768
H -0.634 -3.840 -0.106
H -0.236 1.569 -1.423
H -2.774 1.242 -0.817
H -2.407 -0.518 -1.026
H -0.183 1.375 1.563
O 2.593 -0.834 -0.087
H 1.845 1.973 0.551
H 3.315 0.144 0.695
*
```

Energies in kJ/mol, measured from the most stable structure: entry i 0.0; entry ii 352.6.